Density functional theory data (ωB97M-V/def2-TZVPD) for a 2-piece molecular cluster, C3H9NO2 overall in a non-equilibrium geometry.

Output
structure (SMILES): CC(=O)O.CN
calculated total energy: -324.91933 hartree
LUMO level: 0.029 Ha
orbital gap: 9.688 eV
F_max: 7.08 eV/A
ΔE to the lowest compared entry with this formula, charge and spin: 33.4 kcal/mol
highest occupied orbital energy: -0.3270 Eh

Positions of all 15 atoms, in Å:
C: -0.6210 1.6637 -2.3396
C: -0.0864 0.6803 -1.3925
O: 0.3437 0.9592 -0.2926
O: -0.2226 -0.6570 -1.7734
H: 0.1166 1.8094 -3.1326
H: -0.7028 2.5945 -1.7841
H: -1.6063 1.2860 -2.8120
H: -0.1544 -1.2375 -1.1103
C: 0.0461 -1.4031 2.0829
N: 1.2149 -0.5811 1.8321
H: -0.9185 -0.8640 2.4309
H: 0.1756 -2.0663 2.9009
H: -0.2013 -2.0523 1.2945
H: 1.0147 0.2247 1.3581
H: 1.6017 -0.3567 2.7377